No. 1
49
Properties=species:S:1:pos:R:3 method="wB97M-V/def2-TZVPD" charge=-2 spin_multiplicity=2 homo_energy_ev="-2.843 / -2.299"
Be 0.7746 0.6484 -0.3759
N 0.6350 1.3650 2.5118
O 0.8734 0.2465 2.1366
O 1.2421 1.8529 3.4974
O -0.1397 1.9188 1.7899
N 4.3953 -0.3962 -0.4087
O 4.8350 0.3428 0.4366
O 4.9733 -0.6220 -1.4554
O 3.1533 -0.6210 -0.4428
N -0.2482 3.5424 -2.7731
O 0.6808 3.9308 -3.4780
O -0.0001 2.5662 -2.0440
O -1.2532 4.1351 -2.9168
N 3.1850 3.1267 -0.5382
O 4.1513 3.8165 -0.2351
O 2.4370 2.5932 0.2591
O 2.9575 2.9573 -1.7411
N 2.4768 0.3756 -3.7560
O 3.5010 -0.2844 -3.7613
O 2.2635 1.5019 -4.2255
O 1.5619 -0.0084 -2.9739
C -4.6580 3.5059 -0.0616
C -3.4421 2.6694 -0.0795
O -3.5807 1.4305 0.5284
C -2.8035 0.3310 0.2794
O -1.9576 0.2658 -0.5241
C -3.0200 -0.8191 1.2689
F -1.9811 -0.9127 2.1190
F -4.1447 -0.7176 1.9575
F -3.3816 -2.0157 0.6527
H -4.6804 4.0405 0.8880
H -5.4983 2.8116 -0.0620
H -4.6651 4.1340 -0.9524
H -2.5596 3.1896 0.2928
H -3.1766 2.3946 -1.1003
C 1.6728 -4.6731 2.9234
C 0.8572 -3.4769 2.2992
O 0.4053 -3.9800 1.0638
C 0.1103 -3.1042 0.0200
O 0.3135 -1.8536 0.0218
C -0.7149 -3.7672 -1.1188
F -0.2024 -3.5703 -2.3704
F -0.8864 -5.1198 -0.9716
F -1.8616 -3.1949 -1.1137
H 1.9510 -4.3258 3.9185
H 2.6581 -4.8561 2.4948
H 1.0370 -5.5519 3.0310
H 1.7240 -2.8171 2.2602
H 0.0296 -3.0049 2.8289

***

No. 2
20
Properties=species:S:1:pos:R:3 method="wB97M-V/def2-TZVPD" charge=0 spin_multiplicity=1 relative_energy_kcal_mol=135.2 smiles="C=C(Br)C1(C2=CC2)CC1.Br" homo_energy_ev=-9.472
C 2.2477 0.6472 -1.5599
C 1.9788 0.6467 -0.2587
Br 3.3576 1.3416 0.9576
C 0.6463 0.2131 0.4438
C -0.0565 -0.9815 1.2825
C -0.3682 -1.6398 2.3408
C -0.2894 -2.4503 1.0307
C 0.0877 1.5723 1.0004
C -0.5418 0.9416 -0.2471
H 1.3843 0.3657 -2.1123
H 3.1932 0.9343 -2.0506
H -0.3153 -1.7032 3.3996
H 0.4512 -3.2028 0.9109
H -1.1940 -2.8164 0.5652
H 0.6995 2.4083 0.8775
H -0.5146 1.7033 1.8798
H -1.5031 0.6619 -0.0735
H -0.3870 1.4782 -1.0925
Br 1.0917 -2.8827 -3.5929
H 0.4886 -3.5166 -2.4407

***

No. 3
21
Properties=species:S:1:pos:R:3 method="wB97M-V/def2-TZVPD" charge=+1 spin_multiplicity=1 relative_energy_kcal_mol=100.5 homo_energy_ev="-12.698 / -12.701"
C 2.2951 -0.7971 0.3466
C 0.9626 1.3037 0.0831
C 2.1114 0.6125 -0.0024
C 1.3342 -1.6798 0.1786
C -1.1289 -0.4575 -1.8981
C -2.0429 -1.0039 -0.8097
C -0.6801 -0.4123 -0.5134
C -0.7547 0.9275 1.7534
N -0.4181 0.8477 0.2610
Br 3.6533 1.7677 -0.2392
Br 0.9874 -3.4380 0.3086
H 3.3421 -0.8682 0.7625
H 0.8836 2.4395 0.0098
H -0.5017 -1.1014 -2.6635
H -1.5709 0.4033 -2.2689
H -2.9797 -0.5733 -0.4095
H -2.0693 -2.0367 -0.8707
H -0.5553 1.8979 1.9900
H -1.7839 0.4611 1.8607
H 0.0822 0.2903 2.1679
H -1.1664 1.4172 -0.0467

***

No. 4
38
Properties=species:S:1:pos:R:3 method="wB97M-V/def2-TZVPD" charge=-1 spin_multiplicity=1 homo_energy_ev=-4.173
O 0.7552 -0.5198 1.6644
N 1.3600 0.4960 1.9478
O 0.7036 1.5803 1.6687
C 0.6512 1.8884 -0.1054
N -0.5251 2.0150 -0.6519
C -1.2824 0.7969 -0.6504
C -2.1341 0.5690 0.5874
O -2.6846 -0.7458 0.4594
C -3.3090 1.5436 0.7134
F -3.6210 1.7293 2.0276
F -3.1117 2.7547 0.1969
F -4.4386 1.0635 0.1452
H 1.2129 2.8138 -0.1512
H 1.2416 1.0189 -0.4103
H -1.9795 0.8062 -1.4948
H -0.6760 -0.1147 -0.7726
H -1.5607 0.6050 1.5069
H -3.1239 -0.9700 1.2791
C 0.2108 -3.9681 2.7038
Cl -0.2276 -5.6876 2.5807
Cl 1.6401 -3.6236 1.7428
Cl -1.1268 -2.9383 2.2337
H 0.4460 -3.7682 3.7398
C 5.2672 1.9956 2.6149
Cl 6.3105 1.5107 3.9722
Cl 4.3358 0.6503 2.0097
Cl 4.2175 3.3297 3.0923
H 5.9180 2.3541 1.8295
C 3.4273 -0.5906 -2.7321
Cl 2.8418 0.8798 -3.5041
Cl 5.1986 -0.5691 -2.6008
Cl 2.6771 -0.8155 -1.1672
H 3.1633 -1.4282 -3.3628
C -4.3798 -0.9527 -4.2410
Cl -4.2324 -2.6773 -3.8747
Cl -3.7368 0.0289 -2.9479
Cl -3.5972 -0.5848 -5.7894
H -5.4328 -0.7366 -4.3574